Below is one molecule with the formula C5H12N2O, with properties calculated with ωB97M-V/def2-TZVPD.

Structure (XYZ):
```
20
Properties=species:S:1:pos:R:3:forces:R:3:lowdin_charge:R:1
C -0.840 -0.011 2.019 -0.87 0.68 1.14 -0.122
C 0.331 0.103 1.060 -2.03 -0.39 -1.22 -0.198
C -0.150 -0.228 -0.396 0.92 0.98 0.40 -0.324
C 1.048 -0.696 -1.220 1.07 -1.17 -0.31 -0.246
N 1.608 -1.927 -0.648 -0.23 1.26 0.61 -0.008
N -0.741 0.908 -1.125 0.65 -0.29 0.72 0.056
C -1.110 2.154 -0.669 -0.56 -1.16 -1.23 -0.340
O -1.946 2.798 -1.268 0.47 0.55 0.33 0.019
H -1.830 0.319 1.687 0.15 -0.28 -0.81 0.074
H -0.772 0.657 2.889 0.65 -0.39 0.09 0.074
H -0.937 -1.031 2.380 -0.14 -0.06 0.10 0.071
H 0.679 1.124 1.064 0.99 -0.04 0.16 0.092
H 0.996 -0.719 1.312 0.75 0.72 0.00 0.098
H -0.920 -0.997 -0.277 0.11 -0.24 -0.32 0.140
H 0.826 -0.881 -2.284 -0.48 0.43 0.12 0.108
H 1.832 0.066 -1.200 -0.18 0.19 0.08 0.120
H 0.858 -2.547 -0.448 0.05 -1.11 -0.09 0.057
H 2.485 -2.299 -0.980 -0.49 -0.03 -0.22 0.072
H -0.849 0.715 -2.109 -0.64 0.27 0.06 0.133
H -0.568 2.493 0.213 -0.19 0.11 0.39 0.123
```
Positions in Å, forces in eV/Å.

* electronic energy: -10406.7709 eV
* charge: 0
* HOMO-LUMO gap: 0.3764 Eh
* SMILES string: CC[C@H](CN)NC=O
* spin multiplicity: 1
* HOMO energy: -0.341 Eh
* LUMO energy: 0.970 eV
* energy relative to the best compared isomer or geometry (same formula, charge and spin): 38.12 kcal per mole

---

Below is a 2-piece molecular cluster, C5H8BrN2 overall, with properties calculated with ωB97M-V/def2-TZVPD.

Structure (XYZ):
```
16
Properties=species:S:1:pos:R:3:forces:R:3:lowdin_charge:R:1
C 0.429 1.823 -0.357 2.58 -0.37 -0.27 -0.020
C 1.741 1.389 -0.567 -0.95 -0.09 -0.60 -0.013
C -0.287 0.670 -0.093 -3.27 -1.24 0.62 -0.023
C 0.222 -1.786 -0.176 -1.42 -0.20 -2.32 0.025
C -2.475 0.026 0.824 2.47 4.31 0.36 -0.330
N 1.736 0.033 -0.567 1.81 1.73 0.02 0.091
N 0.546 -0.366 -0.208 -3.01 -0.48 0.67 -0.176
Br -1.993 0.447 2.638 -0.68 -0.75 -1.22 0.680
H 0.388 2.873 -0.514 -1.58 0.59 0.42 0.109
H 2.547 2.057 -0.848 0.32 -0.68 0.17 0.142
H -0.692 -2.015 -0.851 1.59 0.60 1.01 0.138
H 1.067 -2.293 -0.611 0.20 -0.41 -0.04 0.094
H 0.003 -2.168 0.783 -0.02 -0.07 1.23 0.081
H -2.613 -0.951 0.493 0.10 -1.63 -0.22 -0.013
H -3.097 0.831 0.368 0.71 -0.85 0.35 0.040
H 2.475 -0.574 -0.313 1.15 -0.46 -0.16 0.175
```
Positions in Å, forces in eV/Å.

* electronic energy: -78326.1828 eV
* charge: +1
* HOMO-LUMO gap (alpha / beta): 0.3201 / 0.3199 Eh
* spin multiplicity: 1
* HOMO energy (alpha / beta): -0.502 / -0.502 Eh
* LUMO energy (alpha / beta): -4.942 / -4.944 eV
* energy relative to the best compared isomer or geometry (same formula, charge and spin): 124.72 kcal per mole